C28H35NO9 | ωB97M-V with the def2-TZVPD basis set

Results
HOMO-LUMO gap = 8.40 eV
charge = 0
total energy = -1819.899274 hartree
structure (SMILES) = CCN(CCc1ccc2c(c1)C(=O)c1ccccc1C2=O)C(C)=O.CCOC(=O)OC.CCOC(=O)OC
energy relative to the best compared isomer or geometry (same formula, charge and spin) = 0.00 kcal per mole

The geometry in XYZ format:
```
73
C28H35NO9, DFT ωB97M-V with the def2-TZVPD basis set
C 4.968 -2.982 1.575
C 5.788 -1.834 1.020
N 5.035 -0.567 0.833
C 3.634 -0.761 0.450
C 2.912 0.546 0.136
C 1.487 0.223 -0.274
C 1.257 -0.274 -1.563
C -0.024 -0.602 -1.997
C -1.086 -0.440 -1.110
C -0.871 0.058 0.176
C 0.414 0.394 0.598
C -2.031 0.231 1.085
O -2.079 1.109 1.901
C -3.119 -0.764 0.900
C -3.895 -1.174 1.976
C -4.881 -2.133 1.775
C -5.083 -2.650 0.500
C -4.327 -2.222 -0.583
C -3.328 -1.277 -0.386
C -2.475 -0.796 -1.498
O -2.875 -0.706 -2.631
C 5.788 0.192 -0.130
C 5.661 -0.124 -1.606
O 6.578 1.008 0.232
H 4.312 -3.422 0.830
H 4.398 -2.696 2.453
H 5.652 -3.769 1.885
H 6.292 -2.156 0.103
H 6.583 -1.624 1.732
H 3.091 -1.206 1.277
H 3.523 -1.452 -0.394
H 2.864 1.170 1.023
H 3.359 1.080 -0.693
H 2.077 -0.410 -2.253
H -0.214 -0.966 -2.994
H 0.596 0.776 1.592
H -3.694 -0.739 2.943
H -5.467 -2.459 2.619
H -5.848 -3.399 0.353
H -4.507 -2.618 -1.570
H 6.644 -0.192 -2.053
H 5.136 0.708 -2.066
H 5.083 -1.021 -1.803
C 1.760 0.928 7.685
C 0.462 1.162 8.429
O -0.416 2.031 7.702
C -1.094 1.456 6.707
O -1.061 0.288 6.411
O -1.846 2.386 6.126
C -2.613 1.913 5.012
H 2.232 1.879 7.436
H 2.447 0.345 8.299
H 1.584 0.386 6.756
H 0.652 1.673 9.371
H -0.046 0.224 8.652
H -3.207 1.046 5.295
H -1.962 1.668 4.181
H -3.273 2.725 4.722
C -1.951 -0.358 -5.667
C -2.984 0.724 -5.437
O -2.687 1.896 -6.216
C -3.025 1.832 -7.501
O -3.585 0.917 -8.048
O -2.675 2.984 -8.079
C -2.959 3.050 -9.477
H -0.948 0.032 -5.480
H -2.131 -1.201 -5.003
H -1.980 -0.715 -6.696
H -2.965 1.047 -4.401
H -3.991 0.371 -5.659
H -4.001 2.810 -9.675
H -2.310 2.370 -10.026
H -2.756 4.072 -9.783
```